ORCA calculation (wB97M-V/def2-TZVPD) on the molecule C4H8O2.

Cartesian coordinates (Å):
O: 0.4795 -0.6985 0.9188
O: -0.2919 0.7125 -0.6418
C: 1.1054 0.9943 -0.6166
C: -2.0227 -0.3819 0.4185
C: 1.6822 -0.1174 0.2821
C: -0.5603 -0.5288 -0.0324
H: -2.1518 0.4538 1.1143
H: 1.2523 2.0005 -0.1971
H: -2.6140 -0.1357 -0.4813
H: 1.4707 0.9932 -1.6543
H: -2.4341 -1.2989 0.8423
H: 2.2678 -0.8455 -0.3146
H: -0.5029 -1.3876 -0.7367
H: 2.3198 0.2400 1.0987

Values from the calculation:
Net charge = 0
Electronic energy = -307.6582 a.u.
Energy above the lowest of the compared OMol25 structures with the same formula, charge and spin = 142.5 kJ/mol
Spin multiplicity = 1